# 1
Below is a structure of composition C34H16BrF4IrN4O11PS5 in a non-equilibrium geometry, with properties calculated with the ωB97M-V functional and the def2-TZVPD basis.

Values from the calculation:
multiplicity = 2
LUMO energy (spin up / spin down) = -0.077 / -0.096 Ha
electronic energy = -7761.6059 hartree
ΔE to the lowest compared entry with this formula, charge and spin = 92.32 kcal per mole
total charge = 0
HOMO-LUMO gap (spin up / spin down) = 5.94 / 5.82 eV
HOMO (spin up / spin down) = -8.0 / -8.4 eV

```
77
C34H16BrF4IrN4O11PS5 the ωB97M-V functional and the def2-TZVPD basis
C 4.69 -0.57 -1.66
H -0.30 5.38 2.87
P 1.04 1.69 -0.04
C 2.71 3.45 1.43
C 2.67 -3.13 2.17
C 3.62 0.54 0.19
C 1.96 3.45 -2.07
C -5.21 -2.82 -0.99
N -1.70 -1.07 -2.47
C 2.92 4.53 2.28
H 3.64 0.85 1.23
F -1.66 4.40 -3.66
C -2.95 -1.56 -1.93
O -1.00 -0.34 -1.77
C 0.34 3.76 1.64
C -0.39 3.23 -2.04
O -2.79 -0.41 0.18
H 2.10 -5.85 0.21
C 2.49 0.77 -0.60
N -5.69 -3.72 -3.23
F 3.00 4.78 -3.71
C -2.06 -0.79 3.46
H 1.56 0.40 -2.51
H 3.36 -5.16 2.26
O -6.64 -4.30 -2.75
C 1.25 -2.57 0.32
H 3.51 -0.77 -3.45
H 5.59 -0.28 0.27
H 3.93 4.84 2.52
H 2.01 6.05 3.49
C -3.41 -0.25 5.63
C 0.66 4.57 -3.73
O -0.25 -3.50 -1.74
C -0.48 4.06 -3.14
C 1.42 3.04 1.13
Br -2.01 2.68 -1.29
C 2.45 0.27 -1.90
C -4.85 -2.94 -2.32
H 5.55 -1.07 -2.08
H 3.57 2.96 1.00
C -3.71 -2.35 -2.79
O -5.67 -2.85 1.62
N -4.97 -1.93 1.24
O -4.69 -0.96 1.91
H -6.07 -3.34 -0.61
C 2.76 -4.44 1.72
C 1.32 -3.89 -0.09
C -4.49 -2.01 -0.15
C -3.34 -1.26 -0.59
C 3.54 -0.40 -2.43
N 0.52 -4.31 -1.26
S -3.41 1.18 4.62
Ir -0.79 0.17 0.53
C 1.84 5.22 2.82
O 0.67 -5.44 -1.67
F 3.19 3.29 -1.55
F 0.58 5.37 -4.78
O 2.57 -0.54 3.00
H 3.18 -2.81 3.07
C 1.83 -0.81 2.08
C 0.84 2.87 -1.49
C -2.44 0.54 3.33
H 0.69 -1.87 -0.28
C 4.71 -0.12 -0.35
C 1.89 4.27 -3.18
S -2.57 -1.59 4.91
C 1.90 -2.19 1.48
O 1.01 0.10 1.60
O -5.38 -3.73 -4.41
C 2.07 -4.83 0.58
H -3.39 -2.50 -3.81
S -1.15 -1.62 2.34
S -4.14 -0.31 7.07
C 0.55 4.84 2.48
H -0.67 3.49 1.37
O -1.39 -1.35 -3.60
S -2.05 1.54 2.05
```


# 2
Below is a structure of composition C34H22F9N4O5RuS3 in a non-equilibrium geometry, with properties calculated with the ωB97M-V functional and the def2-TZVPD basis.

Values from the calculation:
multiplicity = 5
LUMO energy (spin up / spin down) = 0.085 / 0.065 Ha
electronic energy = -4092.3732 hartree
ΔE to the lowest compared entry with this formula, charge and spin = 6.80 kcal per mole
total charge = -1
HOMO-LUMO gap (spin up / spin down) = 4.83 / 7.54 eV
HOMO (spin up / spin down) = -2.5 / -5.8 eV

```
78
C34H22F9N4O5RuS3 the ωB97M-V functional and the def2-TZVPD basis
C -3.03 0.19 1.35
C -4.26 0.79 1.22
H 2.46 -1.62 1.43
C -3.29 -4.34 0.11
H -2.66 4.59 0.27
O -1.61 3.71 2.51
C -1.26 2.98 0.29
H 0.01 1.36 -2.32
C 3.20 -0.47 4.51
Ru 0.45 0.68 0.74
F 3.47 2.19 0.92
F 2.36 2.15 -3.12
F 4.70 -0.87 -1.51
H -4.18 -4.92 -0.11
C 0.57 -2.96 -1.58
O 0.44 2.70 4.27
C -2.67 -4.32 1.32
O 0.08 -1.14 -0.07
H -0.58 -4.38 -2.72
H 2.26 1.32 5.31
O -1.16 -0.29 2.59
F 5.22 0.83 -2.74
C -2.80 1.02 3.52
C 3.25 -1.31 3.41
C -2.14 3.94 -1.72
C 2.46 -1.01 2.32
S 2.23 -2.73 -1.20
N 0.10 2.14 2.03
F 3.42 -0.30 -3.14
C -1.32 3.03 -2.47
C -1.32 -0.17 -4.26
H -2.76 4.66 -2.23
N -2.32 0.29 2.50
H -4.36 2.24 4.26
H -1.02 0.15 -5.25
N 1.65 0.05 2.31
H 3.82 -0.67 5.38
H -3.31 0.76 -4.09
O 2.20 0.42 -0.90
H 0.48 -1.32 -3.65
H -1.29 3.05 -3.55
C 3.32 1.09 -1.20
C -1.09 -1.23 -2.19
S -2.66 -0.50 -2.11
H -2.96 -3.39 -1.87
F 4.54 0.33 0.74
F 4.09 3.17 -2.32
H -2.96 -4.84 2.22
H -2.14 1.11 4.37
C 1.59 0.85 3.37
N -0.58 2.01 -0.46
F 2.23 3.22 -1.23
C 4.18 0.18 -2.16
H 1.68 -5.63 -3.26
H 3.90 -2.18 3.39
H 3.73 -4.42 -2.13
H -2.54 -0.37 0.57
C -4.02 1.65 3.43
C 1.62 -4.74 -2.65
C 3.02 2.43 -1.98
C -2.10 3.90 -0.35
F 5.32 2.12 -0.20
C 0.39 -4.06 -2.36
H -4.79 0.69 0.28
S -1.31 -3.28 1.32
C -0.49 -1.99 -1.01
C -0.59 2.09 -1.80
C 2.69 -4.13 -2.07
C 4.19 1.44 0.07
H -5.75 2.01 2.19
C -4.78 1.53 2.27
C -2.51 0.16 -3.69
C 2.35 0.63 4.49
C -0.51 -0.97 -3.39
C -2.63 -3.51 -0.85
C 0.63 2.02 3.28
C -1.54 -2.88 -0.33
C -0.98 3.03 1.70
```